Below is a molecular structure, C35H33HfO2SbTe, with properties calculated with ωB97M-V/def2-TZVPD.

As for the HOMO energy: -13.519 eV. The charge is +2. The maximum force comes out at 2.51 eV/A. The value obtained for the energy above the lowest of the compared OMol25 structures with the same formula, charge and spin is 9.8 kJ/mol.

Each line ends with the Mulliken charge.
Geometry (Å):
Hf -1.418 -0.274 1.488  0.05
C 2.683 -0.757 0.576  -2.27
C 1.226 -0.599 0.331  1.55
O 0.542 -0.054 1.280  -0.37
C 0.620 -1.108 -0.858  1.56
C 1.381 -1.864 -1.792  -1.34
C 0.809 -2.406 -2.911  -0.97
C -0.542 -2.184 -3.192  -0.60
C -1.311 -1.433 -2.332  -0.68
C -0.769 -0.894 -1.164  0.27
O -1.554 -0.147 -0.389  -0.07
H 2.965 -0.222 1.479  0.42
H 3.281 -0.401 -0.260  0.52
H 2.916 -1.815 0.712  0.53
H 2.426 -2.036 -1.600  0.49
H 1.403 -3.006 -3.581  0.47
H -0.987 -2.595 -4.085  0.49
H -2.353 -1.241 -2.535  0.55
C -4.535 -0.823 6.567  -1.52
C -3.728 -1.086 5.342  0.75
C -2.337 -1.106 5.395  -1.21
C -1.568 -1.445 4.288  1.68
C -0.080 -1.596 4.418  -1.65
C -2.216 -1.755 3.077  -0.56
Te -1.159 -2.995 1.573  0.12
C -3.621 -1.632 2.975  1.65
C -4.286 -1.891 1.647  -1.63
C -4.351 -1.324 4.115  -1.04
H -3.907 -0.520 7.401  0.40
H -5.076 -1.723 6.860  0.35
H -5.279 -0.050 6.390  0.36
H -1.836 -0.911 6.330  0.46
H 0.266 -1.182 5.360  0.47
H 0.467 -1.106 3.598  0.21
H 0.181 -2.658 4.416  0.38
H -3.680 -1.488 0.809  0.31
H -5.278 -1.447 1.603  0.43
H -4.401 -2.969 1.484  0.38
H -5.431 -1.299 4.070  0.50
C 2.897 4.815 3.225  -0.51
C 1.653 5.308 2.857  -0.72
C 0.924 4.685 1.858  0.11
C 1.444 3.565 1.222  -0.17
C 2.691 3.076 1.585  -0.35
C 3.415 3.698 2.589  -0.76
Sb 0.316 2.616 -0.370  1.18
C -1.349 2.268 1.019  -0.10
C -1.097 2.007 2.373  -0.36
C -2.128 1.579 3.226  -0.86
C -3.406 1.363 2.699  -0.48
C -3.657 1.594 1.344  -1.04
C -2.642 2.083 0.526  -0.15
C -0.354 4.472 -1.278  0.48
C -1.494 5.181 -0.929  0.07
C -1.769 6.386 -1.560  -0.73
C -0.914 6.882 -2.530  -0.52
C 0.224 6.172 -2.874  -0.65
C 0.498 4.967 -2.254  -0.78
H 3.471 5.309 3.995  0.42
H 1.253 6.185 3.342  0.44
H -0.043 5.076 1.565  0.38
H 3.110 2.218 1.072  0.45
H 4.390 3.322 2.865  0.44
H -0.122 2.260 2.785  0.47
H -1.975 1.537 4.301  0.55
H -4.223 1.106 3.361  0.71
H -4.666 1.502 0.958  0.54
H -2.860 2.355 -0.502  0.63
H -2.170 4.817 -0.162  0.32
H -2.657 6.941 -1.298  0.41
H -1.134 7.816 -3.023  0.41
H 0.899 6.558 -3.621  0.42
H 1.384 4.410 -2.524  0.34

=====

Below is a molecular structure, C35H33N9SeW, with properties calculated with ωB97M-V/def2-TZVPD.

As for the HOMO energy (alpha / beta): -19.187 / -19.262 eV. The charge is +4. The maximum force comes out at 1.02 eV/A. The value obtained for the energy above the lowest of the compared OMol25 structures with the same formula, charge and spin is 0.0 kJ/mol. The expectation value of S² is 2.02. The spin multiplicity is 3.

Each line ends with the natural charge from an NBO analysis.
Geometry (Å):
W 0.245 -0.100 0.034  1.98
C -0.977 -1.349 2.700  -0.22
C -1.331 -2.682 2.025  -0.49
C -0.518 -3.195 0.866  0.26
C -0.465 -4.578 0.717  -0.23
C 0.175 -5.151 -0.365  -0.06
C 0.786 -4.305 -1.285  -0.21
C 0.718 -2.953 -1.069  0.06
N 0.076 -2.369 -0.027  -0.59
N 0.265 -0.672 2.232  -0.47
C 0.359 0.580 3.035  -0.26
C 1.424 1.469 2.485  0.20
C 2.168 2.310 3.292  -0.21
C 3.113 3.142 2.711  -0.09
C 3.315 3.057 1.339  -0.15
C 2.555 2.172 0.605  0.03
N 1.593 1.410 1.153  -0.52
C 1.451 -1.535 2.536  -0.28
C 2.580 -1.402 1.549  0.23
C 3.850 -1.838 1.885  -0.21
C 4.874 -1.755 0.954  -0.07
C 4.599 -1.195 -0.289  -0.20
C 3.318 -0.763 -0.544  0.04
N 2.307 -0.879 0.339  -0.56
H -0.883 -1.525 3.774  0.24
H -1.796 -0.647 2.574  0.22
H -2.368 -2.633 1.682  0.27
H -1.324 -3.463 2.784  0.27
H -0.941 -5.208 1.457  0.27
H 0.207 -6.227 -0.487  0.28
H 1.308 -4.691 -2.149  0.27
H 1.210 -2.292 -1.757  0.19
H 0.556 0.348 4.084  0.25
H -0.599 1.093 2.994  0.25
H 2.013 2.308 4.363  0.27
H 3.690 3.828 3.319  0.28
H 4.069 3.659 0.849  0.27
H 2.739 2.056 -0.454  0.22
H 1.140 -2.580 2.559  0.26
H 1.824 -1.314 3.538  0.26
H 4.043 -2.245 2.870  0.27
H 5.870 -2.104 1.195  0.28
H 5.371 -1.088 -1.039  0.28
H 3.087 -0.280 -1.483  0.20
N -2.032 1.768 1.195  -0.64
C -2.695 0.667 0.626  0.48
C -4.068 0.528 0.752  -0.28
C -4.694 -0.542 0.137  -0.06
C -3.925 -1.420 -0.625  -0.23
C -2.570 -1.224 -0.698  0.07
N -1.930 -0.220 -0.042  -0.64
C -1.252 2.596 0.371  0.40
C -1.431 3.973 0.379  -0.25
C -0.691 4.749 -0.492  -0.06
C 0.181 4.119 -1.379  -0.22
C 0.322 2.757 -1.305  0.06
N -0.348 1.989 -0.414  -0.57
H -2.641 2.305 1.799  0.43
H -4.646 1.261 1.301  0.27
H -5.766 -0.671 0.217  0.28
H -4.381 -2.243 -1.159  0.28
H -1.955 -1.870 -1.307  0.24
H -2.166 4.424 1.034  0.27
H -0.810 5.825 -0.501  0.28
H 0.735 4.680 -2.118  0.28
H 0.991 2.241 -1.977  0.22
Se 1.467 -0.477 -3.407  1.03
N 0.065 0.003 -2.287  -0.85
C -0.920 0.447 -3.117  0.26
C -2.182 0.998 -2.800  -0.33
C -3.027 1.395 -3.805  -0.06
C -2.713 1.262 -5.183  -0.19
C -1.509 0.761 -5.554  -0.14
C -0.592 0.371 -4.540  0.09
N 0.617 -0.064 -4.820  -0.50
H -2.497 1.134 -1.783  0.21
H -3.977 1.840 -3.536  0.25
H -3.434 1.572 -5.926  0.27
H -1.216 0.651 -6.590  0.28

=====

Below is a molecular structure, C35H34AuBF2N2O4, with properties calculated with ωB97M-V/def2-TZVPD.

As for the HOMO energy: -0.696 eV. The charge is -2. The maximum force comes out at 1.63 eV/A. The value obtained for the energy above the lowest of the compared OMol25 structures with the same formula, charge and spin is 45.7 kJ/mol.

Each line ends with the Mulliken charge.
Geometry (Å):
Au -0.256 0.447 -0.176  -0.46
C 2.788 -5.677 -0.644  -1.92
C 2.197 -4.590 0.273  1.67
C 2.070 -5.108 1.699  -1.57
O 3.022 -3.449 0.261  -0.36
C 2.517 -2.515 -0.717  -0.98
C 1.205 -3.193 -1.202  -0.91
O 0.946 -4.175 -0.193  -0.46
C -0.123 -2.435 -1.525  2.44
O -0.658 -1.785 -0.480  -0.31
C -1.091 -3.585 -1.980  0.17
C -0.861 -4.414 -3.075  -0.14
C -1.767 -5.406 -3.425  -1.05
C -2.936 -5.578 -2.695  -0.42
C -3.185 -4.742 -1.614  -0.89
C -2.269 -3.760 -1.264  -0.53
C 0.032 -1.584 -2.812  -0.04
C 1.103 -1.627 -3.697  0.36
C 1.095 -0.881 -4.868  -1.02
C 0.010 -0.079 -5.186  -0.49
C -1.064 -0.022 -4.307  -0.94
C -1.047 -0.766 -3.139  -0.60
C 2.604 -1.019 -0.200  3.62
O 1.909 -0.198 -1.018  -1.10
C 2.212 -0.837 1.291  -0.44
C 1.195 -1.665 1.929  0.17
C 1.059 -1.536 3.480  -0.45
C 1.983 -0.631 4.149  -1.21
C 2.693 0.260 3.429  -1.10
C 2.771 0.180 1.996  -0.28
C 4.140 -0.732 -0.317  -0.66
C 4.567 0.165 -1.285  -0.42
C 5.917 0.457 -1.442  -0.79
C 6.864 -0.157 -0.634  -0.39
C 6.445 -1.061 0.336  -0.97
C 5.097 -1.344 0.495  0.08
H 3.767 -5.979 -0.273  0.43
H 2.903 -5.282 -1.654  0.36
H 2.119 -6.539 -0.673  0.35
H 3.009 -5.572 2.005  0.40
H 1.260 -5.836 1.751  0.31
H 1.854 -4.277 2.368  0.35
H 3.208 -2.529 -1.569  0.93
H 1.457 -3.743 -2.119  0.52
H 0.028 -4.277 -3.682  0.38
H -1.566 -6.044 -4.279  0.37
H -3.645 -6.350 -2.973  0.35
H -4.102 -4.859 -1.046  0.40
H -2.431 -3.092 -0.426  0.22
H 1.983 -2.217 -3.475  0.18
H 1.956 -0.914 -5.528  0.38
H 0.008 0.505 -6.100  0.35
H -1.911 0.618 -4.528  0.38
H -1.872 -0.704 -2.439  0.42
H 0.960 -2.607 1.459  0.44
H 0.773 -2.424 4.034  0.53
H 2.072 -0.694 5.228  0.37
H 3.323 0.989 3.929  0.37
H 3.445 0.866 1.499  0.66
H 3.797 0.635 -1.887  0.41
H 6.238 1.170 -2.194  0.38
H 7.919 0.066 -0.754  0.35
H 7.179 -1.540 0.978  0.35
H 4.771 -2.033 1.262  0.36
F -1.426 3.207 0.546  -0.30
B -1.007 2.307 -0.415  0.11
F -1.183 2.926 -1.629  -0.32
C -1.309 -1.774 2.426  -1.57
C -0.014 -0.995 2.556  0.66
N -0.088 0.412 2.345  0.09
C -0.685 1.210 3.155  -0.58
C -1.174 1.030 4.512  -0.26
N -1.262 -0.061 5.173  -0.50
H -1.588 -1.775 1.371  -0.08
H -2.090 -1.332 3.035  0.48
H -1.162 -2.809 2.745  0.39
H -0.711 2.240 2.800  0.32
H -1.402 1.988 4.999  0.39
H -1.549 0.122 6.131  0.23